C27H52F13NO16S5 | ωB97M-V/def2-TZVPD

Each atom is followed by the atoms it is bonded to, with distances in Å.
CARTESIAN COORDINATES (ANGSTROEM)
1 C 2.522 2.122 3.230  C2 1.526, H35 1.092, H36 1.092, H37 1.094
2 C 3.160 1.131 2.261  C1 1.526, O3 1.427, C4 1.538, H38 1.099
3 O 4.409 1.630 1.786  C2 1.427, H39 0.963
4 C 3.385 -0.221 2.959  C2 1.538, C5 1.534, H40 1.095, H41 1.084
5 C 4.203 -1.229 2.142  C4 1.534, O6 1.447, C10 1.573, H42 1.090
6 O 5.504 -1.371 2.757  C5 1.447, C7 1.338
7 C 5.678 -2.620 3.205  O6 1.338, O8 1.187, O9 1.339
8 O 6.537 -2.953 3.954  C7 1.187
9 O 4.792 -3.458 2.653  C7 1.339, C10 1.468
10 C 3.717 -2.717 1.983  C5 1.573, O9 1.468, C11 1.532, C15 1.549
11 C 3.757 -3.163 0.517  C10 1.532, C12 1.549, H43 1.093, H44 1.094
12 C 3.063 -2.213 -0.490  C11 1.549, C13 1.537, H45 1.099, H46 1.090
13 C 4.004 -1.379 -1.374  C12 1.537, N14 1.484, H47 1.093, H48 1.094
14 N 3.850 0.087 -1.204  C13 1.484, H49 1.014, H50 1.014
15 C 2.439 -3.152 2.742  C10 1.549, C16 1.546, H51 1.080, H52 1.093
16 C 1.194 -3.507 1.896  C15 1.546, C17 1.531, H53 1.093, H54 1.092
17 C -0.143 -3.150 2.551  C16 1.531, F18 1.362, F19 1.370, C20 1.556
18 F 0.001 -2.438 3.703  C17 1.362
19 F -0.841 -4.283 2.876  C17 1.370
20 C -1.133 -2.374 1.634  C17 1.556, F21 1.348, F22 1.359, C23 1.576
21 F -2.309 -2.228 2.276  C20 1.348
22 F -1.351 -3.153 0.542  C20 1.359
23 C -0.594 -0.972 1.157  C20 1.576, F24 1.357, F25 1.342, C26 1.574
24 F 0.558 -0.730 1.830  C23 1.357
25 F -0.291 -1.015 -0.150  C23 1.342
26 C -1.483 0.295 1.441  C23 1.574, F27 1.336, F28 1.321, S29 1.909
27 F -0.681 1.347 1.254  C26 1.336
28 F -1.877 0.282 2.702  C26 1.321
29 S -2.989 0.579 0.302  C26 1.909, F30 1.583, F31 1.592, F32 1.590, F33 1.587, F34 1.578
30 F -2.005 0.958 -0.878  S29 1.583
31 F -3.030 2.097 0.781  S29 1.592
32 F -4.005 0.192 1.461  S29 1.590
33 F -2.979 -0.937 -0.166  S29 1.587
34 F -4.210 0.848 -0.660  S29 1.578
35 H 2.299 3.065 2.725  C1 1.092
36 H 3.200 2.314 4.064  C1 1.092
37 H 1.584 1.716 3.619  C1 1.094
38 H 2.461 0.973 1.428  C2 1.099
39 H 4.312 1.929 0.875  O3 0.963
40 H 3.940 -0.028 3.882  C4 1.095
41 H 2.401 -0.582 3.238  C4 1.084
42 H 4.415 -0.771 1.176  C5 1.090
43 H 3.324 -4.165 0.467  C11 1.093
44 H 4.816 -3.255 0.257  C11 1.094
45 H 2.375 -1.548 0.050  C12 1.099
46 H 2.428 -2.824 -1.133  C12 1.090
47 H 5.043 -1.674 -1.211  C13 1.093
48 H 3.764 -1.608 -2.417  C13 1.094
49 H 3.274 0.276 -0.391  N14 1.014
50 H 4.749 0.514 -1.011  N14 1.014
51 H 2.202 -2.425 3.504  C15 1.080
52 H 2.731 -4.059 3.276  C15 1.093
53 H 1.174 -4.586 1.728  C16 1.093
54 H 1.223 -3.059 0.900  C16 1.092
55 C 0.627 -2.718 -6.778  C56 1.513, H62 1.088, H63 1.090, H64 1.090
56 C 0.008 -2.959 -5.418  C55 1.513, O57 1.450, H65 1.091, H66 1.088
57 O 0.312 -4.271 -4.879  C56 1.450, S58 1.588
58 S 1.774 -4.502 -4.304  O57 1.588, C59 1.756, O60 1.433, O61 1.429
59 C 1.462 -6.002 -3.446  S58 1.756, H67 1.086, H68 1.088, H69 1.086
60 O 2.059 -3.454 -3.368  S58 1.433
61 O 2.686 -4.743 -5.378  S58 1.429
62 H 1.713 -2.684 -6.724  C55 1.088
63 H 0.271 -1.764 -7.169  C55 1.090
64 H 0.348 -3.510 -7.473  C55 1.090
65 H 0.311 -2.204 -4.692  C56 1.091
66 H -1.079 -2.948 -5.478  C56 1.088
67 H 0.748 -5.817 -2.648  C59 1.086
68 H 2.419 -6.329 -3.045  C59 1.088
69 H 1.082 -6.735 -4.152  C59 1.086
70 C -3.605 4.203 -1.734  C71 1.512, H77 1.089, H78 1.087, H79 1.090
71 C -3.035 5.222 -0.773  C70 1.512, O72 1.448, H80 1.091, H81 1.088
72 O -2.188 6.202 -1.422  C71 1.448, S73 1.589
73 S -2.903 7.343 -2.265  O72 1.589, C74 1.758, O75 1.431, O76 1.430
74 C -1.501 8.383 -2.474  S73 1.758, H82 1.086, H83 1.088, H84 1.086
75 O -3.874 7.984 -1.431  S73 1.431
76 O -3.300 6.826 -3.538  S73 1.430
77 H -4.298 4.657 -2.441  C70 1.089
78 H -4.141 3.438 -1.178  C70 1.087
79 H -2.805 3.733 -2.307  C70 1.090
80 H -3.816 5.743 -0.219  C71 1.091
81 H -2.375 4.743 -0.053  C71 1.088
82 H -1.190 8.759 -1.504  C74 1.086
83 H -1.817 9.200 -3.119  C74 1.088
84 H -0.711 7.810 -2.951  C74 1.086
85 C -1.535 6.349 2.769  C86 1.514, H92 1.089, H93 1.090, H94 1.090
86 C -0.388 7.257 2.379  C85 1.514, O87 1.447, H95 1.091, H96 1.088
87 O 0.425 7.656 3.507  C86 1.447, S88 1.588
88 S 1.436 6.590 4.111  O87 1.588, C89 1.757, O90 1.432, O91 1.431
89 C 2.325 7.690 5.154  S88 1.757, H97 1.086, H98 1.088, H99 1.086
90 O 2.283 6.110 3.061  S88 1.432
91 O 0.718 5.650 4.916  S88 1.431
92 H -1.180 5.384 3.128  C85 1.089
93 H -2.172 6.186 1.900  C85 1.090
94 H -2.130 6.804 3.560  C85 1.090
95 H 0.254 6.803 1.622  C86 1.091
96 H -0.761 8.199 1.984  C86 1.088
97 H 2.852 8.413 4.538  C89 1.086
98 H 3.028 7.079 5.716  C89 1.088
99 H 1.623 8.176 5.825  C89 1.086
100 C -4.454 -4.044 -0.140  C101 1.514, H107 1.089, H108 1.091, H109 1.086
101 C -5.565 -4.202 -1.157  C100 1.514, O102 1.448, H110 1.091, H111 1.088
102 O -5.163 -4.866 -2.379  C101 1.448, S103 1.586
103 S -4.908 -6.431 -2.314  O102 1.586, C104 1.758, O105 1.431, O106 1.432
104 C -4.985 -6.746 -4.041  S103 1.758, H112 1.086, H113 1.088, H114 1.085
105 O -6.016 -7.050 -1.654  S103 1.431
106 O -3.580 -6.684 -1.843  S103 1.432
107 H -4.128 -5.009 0.246  C100 1.089
108 H -4.819 -3.446 0.695  C100 1.091
109 H -3.591 -3.550 -0.578  C100 1.086
110 H -6.416 -4.742 -0.740  C101 1.091
111 H -5.920 -3.232 -1.497  C101 1.088
112 H -5.990 -6.533 -4.393  C104 1.086
113 H -4.748 -7.800 -4.173  C104 1.088
114 H -4.247 -6.127 -4.542  C104 1.085

The gap between HOMO and LUMO comes out at 9.417 eV. The SMILES is C[C@@H](O)C[C@H]1OC(=O)O[C@@]1(CCCN)CCC(F)(F)C(F)(F)C(F)(F)C(F)(F)S(F)(F)(F)(F)F.CCOS(C)(=O)=O.CCOS(C)(=O)=O.CCOS(C)(=O)=O.CCOS(C)(=O)=O. The calculation puts the lowest unoccupied orbital energy at -0.100 eV. Its highest occupied orbital energy is -9.52 eV. Its strongest force on any atom is 0.79 eV/Å. The molar mass comes out at 1054.01 g mol⁻¹. Its energy above the lowest of the compared OMol25 structures with the same formula, charge and spin is 0.000 eV. The calculation puts the total energy at -5607.69329 a.u.